# 1
The following is a DFT calculation (ωB97M-V with the def2-TZVPD basis set) of 3 unconnected molecules or ions with the total composition C18H30BF3N3O10S.

Results
- HOMO-LUMO gap: 7.872 eV
- E_LUMO: 2.578 eV

Geometry as ORCA input:
```
! wB97M-V def2-TZVPD RIJCOSX def2/J DEFGRID3
* xyz -1 1
C 7.096 -0.050 -1.329
C 6.361 -0.112 -2.659
O 5.398 -1.168 -2.621
C 5.648 1.194 -3.077
N 5.523 2.204 -2.039
C 4.456 2.002 -1.059
C 3.029 1.901 -1.614
O 2.434 0.706 -1.159
C 1.428 0.164 -1.969
O 1.343 -1.168 -1.754
B -0.073 -1.642 -1.849
C -0.404 -2.284 -3.306
N -1.548 -3.222 -3.250
O -0.850 -0.340 -1.612
C -0.020 0.712 -1.628
N 0.015 1.447 -0.314
C -0.380 0.970 0.705
S -0.928 0.359 2.042
C -0.505 1.759 -2.634
F 0.362 2.798 -2.745
F -1.704 2.280 -2.303
F -0.622 1.220 -3.863
H 7.806 -0.877 -1.262
H 6.388 -0.171 -0.511
H 7.622 0.896 -1.212
H 7.097 -0.334 -3.440
H 5.705 -1.909 -3.145
H 6.227 1.643 -3.887
H 4.683 0.894 -3.505
H 5.396 3.111 -2.466
H 4.646 1.098 -0.482
H 4.514 2.840 -0.362
H 3.033 1.924 -2.710
H 2.433 2.753 -1.269
H 1.649 0.407 -3.026
H -0.353 -2.454 -0.968
H -0.652 -1.518 -4.050
H 0.526 -2.770 -3.648
H -1.376 -3.882 -2.499
H -1.606 -3.768 -4.102
C -4.048 -0.140 -1.282
C -5.077 -0.398 -0.218
C -4.988 0.518 0.988
O -5.495 -0.309 2.045
C -5.279 -1.601 1.698
O -5.401 -2.517 2.451
O -4.915 -1.692 0.411
H -4.189 -0.794 -2.142
H -4.140 0.895 -1.616
H -3.034 -0.306 -0.917
H -6.091 -0.376 -0.631
H -5.592 1.417 0.900
H -3.953 0.780 1.222
C -4.251 -0.446 5.148
C -2.871 -0.081 5.619
C -2.176 -1.112 6.488
O -1.364 -0.303 7.349
C -1.932 0.923 7.433
O -1.609 1.763 8.211
O -2.916 1.050 6.521
H -4.668 0.340 4.522
H -4.223 -1.361 4.555
H -4.915 -0.596 6.001
H -2.228 0.202 4.781
H -1.546 -1.805 5.939
H -2.893 -1.663 7.103
*
```

# 2
The following is a DFT calculation (ωB97M-V with the def2-TZVPD basis set) of a molecular structure, C2H4N2O2 in a non-equilibrium geometry.

Results
- Relative energy (zero: lowest compared OMol25 entry of this formula, charge and spin): 151.93 kcal per mole
- HOMO-LUMO gap (alpha / beta): 8.161 / 8.160 eV
- E_LUMO (alpha / beta): -0.396 / -0.396 eV

Geometry as ORCA input:
```
! wB97M-V def2-TZVPD RIJCOSX def2/J DEFGRID3
* xyz 0 1
C 1.320 0.003 1.378
C 0.525 -0.332 0.357
N -0.042 0.546 -0.490
N -1.573 -0.111 -1.406
O -1.604 -1.280 -1.370
O -2.156 0.765 -1.920
H 1.871 -0.739 1.924
H 1.513 1.034 1.624
H 0.384 -1.369 0.071
H -0.239 1.483 -0.168
*
```

# 3
The following is a DFT calculation (ωB97M-V with the def2-TZVPD basis set) of 7 unconnected molecules or ions with the total composition C8H30N2O10S in a non-equilibrium geometry.

Results
- HOMO-LUMO gap: 10.021 eV
- E_LUMO: 0.324 eV

Geometry as ORCA input:
```
! wB97M-V def2-TZVPD RIJCOSX def2/J DEFGRID3
* xyz 0 1
C -3.932 0.501 -2.723
C -3.192 -0.611 -3.420
O -3.600 -0.973 -4.474
N -2.014 -1.206 -2.857
C -1.904 -2.592 -3.381
C -0.785 -0.513 -3.298
C -0.628 0.936 -2.819
C -0.974 1.177 -1.347
C -0.454 0.123 -0.376
O 0.846 0.506 0.149
S 1.460 -0.594 1.181
O 0.427 -1.251 1.937
O 2.167 0.471 2.242
C 2.791 -0.267 3.319
N 2.212 0.069 4.594
H -4.088 0.297 -1.662
H -3.287 1.381 -2.746
H -4.873 0.744 -3.200
H -1.025 -3.019 -2.897
H -1.667 -2.576 -4.448
H -2.802 -3.167 -3.181
H -0.711 -0.563 -4.394
H 0.054 -1.087 -2.900
H -1.254 1.567 -3.457
H 0.396 1.234 -3.047
H -2.030 1.313 -1.145
H -0.491 2.116 -1.061
H -1.139 0.100 0.471
H -0.436 -0.893 -0.771
H 2.711 -1.349 3.205
H 3.862 -0.043 3.414
H 2.561 0.978 4.884
H 1.205 0.148 4.488
O 2.535 3.701 2.343
H 1.646 3.967 2.084
H 2.491 2.735 2.367
O 5.983 0.147 4.802
H 6.533 0.900 4.551
H 5.988 0.165 5.766
O -5.629 -3.246 -3.314
H -5.184 -2.457 -3.643
H -5.981 -2.986 -2.452
O 4.687 3.635 4.636
H 5.389 3.112 4.234
H 4.050 3.760 3.922
O -7.376 -3.100 -0.712
H -7.362 -2.370 -0.083
H -7.778 -3.827 -0.226
O 7.184 1.375 2.260
H 6.463 0.744 2.373
H 7.647 1.063 1.475
*
```

# 4
The following is a DFT calculation (ωB97M-V with the def2-TZVPD basis set) of 6 unconnected molecules or ions with the total composition C27H57BN3O12 in a non-equilibrium geometry.

Results
- HOMO-LUMO gap: 2.310 eV
- E_LUMO: 1.513 eV

Geometry as ORCA input:
```
! wB97M-V def2-TZVPD RIJCOSX def2/J DEFGRID3
* xyz -1 1
N -3.923 5.326 -3.071
C -2.725 4.911 -2.867
N -1.514 5.599 -3.300
N -2.449 3.727 -2.188
C -1.763 2.690 -3.006
C -2.111 1.281 -2.561
C -3.593 0.861 -2.673
C -4.332 1.131 -4.003
C -5.860 1.139 -3.845
C -6.384 2.594 -3.815
B -7.864 2.705 -3.319
O -8.324 2.155 -2.114
O -8.824 3.409 -4.083
H -3.924 6.216 -3.569
H -1.344 5.343 -4.275
H -1.730 6.595 -3.320
H -3.334 3.362 -1.840
H -1.954 2.845 -4.078
H -0.680 2.835 -2.859
H -1.785 1.140 -1.518
H -1.518 0.576 -3.164
H -4.219 1.251 -1.858
H -3.596 -0.229 -2.551
H -4.046 0.353 -4.731
H -4.001 2.110 -4.422
H -6.294 0.642 -4.728
H -5.759 3.125 -3.070
H -6.243 3.081 -4.810
H -7.922 2.652 -1.387
H -8.417 4.254 -4.330
O -1.688 -1.650 -2.025
C -2.031 -2.745 -1.655
O -2.498 -3.614 -2.582
C -2.799 -4.974 -2.270
C -4.192 -5.131 -1.694
C -1.994 -3.121 -0.200
H -2.034 -5.400 -1.618
H -2.731 -5.498 -3.224
H -4.294 -4.598 -0.748
H -4.415 -6.185 -1.522
H -4.930 -4.720 -2.383
H -2.880 -2.715 0.289
H -1.111 -2.652 0.222
H -1.928 -4.185 0.002
O -0.183 -3.991 1.888
C 0.941 -3.576 2.026
O 1.934 -4.210 1.374
C 3.264 -3.691 1.302
C 4.088 -4.071 2.517
C 1.253 -2.414 2.934
H 3.240 -2.617 1.122
H 3.686 -4.143 0.405
H 3.676 -3.653 3.436
H 5.113 -3.712 2.402
H 4.109 -5.155 2.637
H 1.328 -2.770 3.961
H 0.428 -1.708 2.861
H 2.164 -1.880 2.673
O 2.672 -3.213 5.759
C 3.514 -2.492 6.232
O 4.790 -2.933 6.268
C 5.888 -2.103 6.658
C 6.067 -2.059 8.162
C 3.162 -1.153 6.838
H 5.788 -1.106 6.225
H 6.758 -2.564 6.193
H 5.202 -1.620 8.659
H 6.947 -1.468 8.421
H 6.195 -3.069 8.553
H 2.801 -1.319 7.852
H 2.358 -0.721 6.248
H 3.982 -0.440 6.865
O 1.523 -1.735 -0.189
C 2.048 -1.312 -1.193
O 3.392 -1.457 -1.293
C 4.120 -1.098 -2.471
C 4.424 0.383 -2.472
C 1.274 -0.592 -2.266
H 3.592 -1.413 -3.372
H 5.038 -1.685 -2.422
H 3.507 0.968 -2.488
H 5.032 0.665 -3.334
H 4.959 0.651 -1.561
H 1.143 0.446 -1.959
H 0.300 -1.072 -2.324
H 1.737 -0.617 -3.249
O 2.543 2.508 -0.972
C 2.281 3.259 -0.069
O 2.183 2.747 1.178
C 1.994 3.558 2.340
C 0.533 3.891 2.570
C 1.982 4.719 -0.308
H 2.618 4.452 2.291
H 2.372 2.952 3.163
H 0.120 4.478 1.750
H 0.414 4.458 3.494
H -0.052 2.974 2.642
H 0.945 4.807 -0.632
H 2.625 5.066 -1.114
H 2.144 5.360 0.555
*
```

# 5
The following is a DFT calculation (ωB97M-V with the def2-TZVPD basis set) of 2 unconnected molecules or ions with the total composition C8H10N2O in a non-equilibrium geometry.

Results
- Relative energy (zero: lowest compared OMol25 entry of this formula, charge and spin): 125.91 kcal per mole
- HOMO-LUMO gap: 9.175 eV
- E_LUMO: 0.430 eV

Geometry as ORCA input:
```
! wB97M-V def2-TZVPD RIJCOSX def2/J DEFGRID3
* xyz 0 1
C 2.634 -1.108 -1.404
C -1.901 1.705 0.682
C 1.296 -0.905 -1.644
C 0.331 -1.027 -2.373
C -2.058 1.871 1.998
C 0.270 0.647 0.572
C -1.034 -1.061 -2.845
C 1.492 -0.665 2.095
N 3.758 -1.369 -1.410
N -0.778 1.191 0.064
O 0.537 0.354 1.842
H -2.794 1.830 0.036
H -1.329 1.627 2.674
H -2.875 2.368 2.358
H 1.146 0.408 -0.015
H -0.939 -0.783 -3.900
H -1.651 -0.278 -2.391
H -1.316 -2.125 -2.848
H 0.928 -1.519 2.442
H 2.248 -0.327 2.915
H 2.034 -0.832 1.153
*
```

What did the fourth record say?
The following is a DFT calculation (ωB97M-V with the def2-TZVPD basis set) of 6 unconnected molecules or ions with the total composition C27H57BN3O12 in a non-equilibrium geometry.

Results
- HOMO-LUMO gap: 2.310 eV
- E_LUMO: 1.513 eV

Geometry as ORCA input:
```
! wB97M-V def2-TZVPD RIJCOSX def2/J DEFGRID3
* xyz -1 1
N -3.923 5.326 -3.071
C -2.725 4.911 -2.867
N -1.514 5.599 -3.300
N -2.449 3.727 -2.188
C -1.763 2.690 -3.006
C -2.111 1.281 -2.561
C -3.593 0.861 -2.673
C -4.332 1.131 -4.003
C -5.860 1.139 -3.845
C -6.384 2.594 -3.815
B -7.864 2.705 -3.319
O -8.324 2.155 -2.114
O -8.824 3.409 -4.083
H -3.924 6.216 -3.569
H -1.344 5.343 -4.275
H -1.730 6.595 -3.320
H -3.334 3.362 -1.840
H -1.954 2.845 -4.078
H -0.680 2.835 -2.859
H -1.785 1.140 -1.518
H -1.518 0.576 -3.164
H -4.219 1.251 -1.858
H -3.596 -0.229 -2.551
H -4.046 0.353 -4.731
H -4.001 2.110 -4.422
H -6.294 0.642 -4.728
H -5.759 3.125 -3.070
H -6.243 3.081 -4.810
H -7.922 2.652 -1.387
H -8.417 4.254 -4.330
O -1.688 -1.650 -2.025
C -2.031 -2.745 -1.655
O -2.498 -3.614 -2.582
C -2.799 -4.974 -2.270
C -4.192 -5.131 -1.694
C -1.994 -3.121 -0.200
H -2.034 -5.400 -1.618
H -2.731 -5.498 -3.224
H -4.294 -4.598 -0.748
H -4.415 -6.185 -1.522
H -4.930 -4.720 -2.383
H -2.880 -2.715 0.289
H -1.111 -2.652 0.222
H -1.928 -4.185 0.002
O -0.183 -3.991 1.888
C 0.941 -3.576 2.026
O 1.934 -4.210 1.374
C 3.264 -3.691 1.302
C 4.088 -4.071 2.517
C 1.253 -2.414 2.934
H 3.240 -2.617 1.122
H 3.686 -4.143 0.405
H 3.676 -3.653 3.436
H 5.113 -3.712 2.402
H 4.109 -5.155 2.637
H 1.328 -2.770 3.961
H 0.428 -1.708 2.861
H 2.164 -1.880 2.673
O 2.672 -3.213 5.759
C 3.514 -2.492 6.232
O 4.790 -2.933 6.268
C 5.888 -2.103 6.658
C 6.067 -2.059 8.162
C 3.162 -1.153 6.838
H 5.788 -1.106 6.225
H 6.758 -2.564 6.193
H 5.202 -1.620 8.659
H 6.947 -1.468 8.421
H 6.195 -3.069 8.553
H 2.801 -1.319 7.852
H 2.358 -0.721 6.248
H 3.982 -0.440 6.865
O 1.523 -1.735 -0.189
C 2.048 -1.312 -1.193
O 3.392 -1.457 -1.293
C 4.120 -1.098 -2.471
C 4.424 0.383 -2.472
C 1.274 -0.592 -2.266
H 3.592 -1.413 -3.372
H 5.038 -1.685 -2.422
H 3.507 0.968 -2.488
H 5.032 0.665 -3.334
H 4.959 0.651 -1.561
H 1.143 0.446 -1.959
H 0.300 -1.072 -2.324
H 1.737 -0.617 -3.249
O 2.543 2.508 -0.972
C 2.281 3.259 -0.069
O 2.183 2.747 1.178
C 1.994 3.558 2.340
C 0.533 3.891 2.570
C 1.982 4.719 -0.308
H 2.618 4.452 2.291
H 2.372 2.952 3.163
H 0.120 4.478 1.750
H 0.414 4.458 3.494
H -0.052 2.974 2.642
H 0.945 4.807 -0.632
H 2.625 5.066 -1.114
H 2.144 5.360 0.555
*
```